Model one:
Molecular formula: C4H13NO3
Method: DFT, ωB97M-V/def2-TZVPD

Computed properties:
**SMILES string**: C[C@H](O)[C@@H](N)CO.O

Structure (ORCA input):
```
! wB97M-V def2-TZVPD RIJCOSX def2/J DEFGRID3
* xyz 0 1
C 0.70345 1.12942 1.31269
O 0.01356 0.76470 2.56264
C 0.42800 0.09737 0.24510
C 0.03618 0.72446 -1.15876
C -0.75203 -0.18027 -2.19744
O 1.40276 0.97473 -1.65461
N 1.28844 -1.12359 -0.00219
H 1.77054 1.27276 1.54063
H 0.15010 2.09044 1.10283
H -0.53378 -0.45438 0.61404
H -0.53163 1.65026 -1.00729
H -0.38668 0.01287 -3.20654
H -1.66968 0.42962 -2.18411
H -0.99316 -1.20563 -2.05367
H 1.40022 1.53383 -2.42919
H 2.24312 -0.92482 0.26875
H 1.34488 -1.34634 -1.01026
H 0.53729 0.11288 3.03525
H -2.71372 -2.33170 1.74933
H -1.69477 -1.22933 2.03209
O -2.04308 -1.99729 2.44069
*
```

Per-atom Mulliken charges, elementary charge units: -0.4014, -0.5240, 0.9205, -0.2950, -1.1645, -0.5837, -0.6486, 0.2471, 0.2524, -0.5330, 0.5162, 0.3101, 0.3724, 0.3540, 0.3142, 0.2499, 0.2711, 0.3168, 0.3270, 0.3406, -0.6421

---

Model two:
Molecular formula: C4H13NO3
Method: DFT, ωB97M-V/def2-TZVPD

Computed properties:
**SMILES string**: CNCCC=O.O.O

Structure (ORCA input):
```
! wB97M-V def2-TZVPD RIJCOSX def2/J DEFGRID3
* xyz 0 1
C 0.71960 0.77398 -1.28436
N 0.83519 1.03869 0.11421
C -0.14079 2.19007 0.41854
C -1.52900 1.42820 0.67575
C -2.52187 2.08140 1.66668
O -3.62213 1.62072 1.71001
H -0.10718 0.05955 -1.50681
H 1.72325 0.24719 -1.67561
H 0.64970 1.58045 -1.95365
H 1.80948 1.27235 0.26491
H -0.12261 3.08233 -0.26123
H 0.06847 2.48715 1.42723
H -1.95773 1.09688 -0.25330
H -1.26302 0.46591 1.16307
H -2.03254 2.81408 2.36099
H 0.90950 -4.57279 0.25484
H 2.18012 -4.54362 -0.44675
O 1.71939 -5.08733 0.16919
H 0.93091 -2.33710 -0.21538
H 0.52040 -3.02888 -1.56427
O 1.23086 -2.66922 -1.06405
*
```

Per-atom Mulliken charges, elementary charge units: -0.9070, -0.3706, -0.5975, -0.4257, 0.0172, -0.4512, 0.2294, 0.2670, 0.4105, 0.2511, 0.2880, 0.4321, 0.3476, 0.2546, 0.2622, 0.2968, 0.3512, -0.6079, 0.3218, 0.3285, -0.6980

---

It is model one that is the most stable of them.

---

Model one:
Molecular formula: C4H13NO3
Method: DFT, ωB97M-V/def2-TZVPD

Computed properties:
**SMILES string**: C=CC(=C)N.O.O.O

Structure (ORCA input):
```
! wB97M-V def2-TZVPD RIJCOSX def2/J DEFGRID3
* xyz 0 1
N 1.30746 0.16554 0.52790
C -0.00054 0.59577 0.29956
C -0.32727 1.86498 0.00834
C -2.20148 -0.30508 0.97391
C -1.01793 -0.47104 0.39419
H 1.49450 -0.75746 0.14811
H 2.01655 0.84669 0.28119
H -1.35871 2.16110 -0.12517
H 0.38910 2.67672 -0.02138
H -2.90358 -1.12547 1.02456
H -2.49007 0.63800 1.41781
H -0.72394 -1.43882 0.01301
H -0.77459 0.33484 -3.35398
H -0.15889 0.80105 -2.00420
O 0.05654 0.32196 -2.82996
H 1.15569 -0.13635 2.52773
H 0.35605 0.20104 3.76813
O 1.06289 -0.38427 3.45822
H 1.90736 -2.55254 -2.37107
H 0.93746 -1.33288 -2.32646
O 1.27339 -2.10378 -1.81046
*
```

Per-atom Mulliken charges, elementary charge units: -0.6282, 0.4855, -1.0632, -0.9016, 0.1612, 0.2508, 0.1900, 0.3134, 0.2734, 0.2839, 0.2919, 0.2638, 0.3264, 0.4060, -0.7421, 0.4066, 0.3104, -0.6867, 0.3001, 0.3931, -0.6348

---

Model two:
Molecular formula: C4H13NO3
Method: DFT, ωB97M-V/def2-TZVPD

Structure (ORCA input):
```
! wB97M-V def2-TZVPD RIJCOSX def2/J DEFGRID3
* xyz 0 1
O -1.89651 0.82967 -0.74351
C -2.61060 0.18516 0.38447
C -1.83988 -0.64815 1.07081
C -0.26830 -0.66652 0.99025
C 0.46185 0.57362 1.62404
N 1.77117 0.75852 1.17607
H -1.74677 -1.20196 -2.35682
H -2.30923 -1.31123 -1.93960
H -2.26227 -1.55403 1.56166
H -0.16425 -1.63033 1.52879
H 0.22773 -0.64085 -0.04056
H 0.20592 0.63572 2.69801
H -0.05759 1.46449 1.08301
H 1.92878 1.61561 0.69659
H 2.23845 -0.03160 0.63308
H -2.52355 1.47173 -1.26428
H 1.33924 1.50742 -2.05981
O 1.16447 1.05845 -1.21676
H 1.67170 0.14639 -1.30114
H 2.61739 -1.38306 -1.61592
O 2.05223 -1.17905 -0.90837
*
```

Per-atom Mulliken charges, elementary charge units: -0.2267, -0.2102, 0.0050, -0.1667, -0.3010, -0.6187, 0.0446, -0.0595, 0.3303, 0.3382, 0.1741, 0.3271, 0.1446, 0.3112, 0.4177, 0.3368, 0.2329, -0.6354, 0.3506, 0.1589, -0.9538

---

It is model one that is the most stable of them.

---

Model one:
Molecular formula: C4H13NO3
Method: DFT, ωB97M-V/def2-TZVPD

Computed properties:
**SMILES string**: C[C@@H](O)[C@@H](N)CO.O

Structure (ORCA input):
```
! wB97M-V def2-TZVPD RIJCOSX def2/J DEFGRID3
* xyz 0 1
C -0.21081 -0.31508 1.64022
O -0.01444 0.48425 2.80243
C -0.40666 0.59530 0.40322
C -0.76786 -0.22647 -0.83130
C 0.38285 -1.11389 -1.26727
O -1.84898 -1.09530 -0.39953
N -1.40686 1.65838 0.58697
H 0.70541 -0.88539 1.55472
H -1.10797 -0.92572 1.73558
H -0.72230 1.13389 2.86582
H 0.56291 1.08973 0.30393
H -1.16686 0.36504 -1.65324
H 0.13632 -1.60153 -2.21453
H 1.28997 -0.51712 -1.38913
H 0.61841 -1.91414 -0.56626
H -2.46072 -1.21908 -1.13060
H -0.93382 2.44869 0.99922
H -2.17197 1.37068 1.18734
H 3.61350 -0.23615 -1.11060
H 2.69368 0.29534 -2.13487
O 3.21621 0.60857 -1.38215
*
```

Per-atom Mulliken charges, elementary charge units: -0.7471, -0.5436, 0.2033, 0.0955, -0.9683, -0.5629, -0.7163, 0.3091, 0.3342, 0.3193, 0.3464, 0.4780, 0.4184, -0.2066, 0.3797, 0.3192, 0.3045, 0.2527, 0.3213, 0.3290, -0.6658

---

Model two:
Molecular formula: C4H13NO3
Method: DFT, ωB97M-V/def2-TZVPD

Computed properties:
**SMILES string**: CCNC(C)=O.O.O

Structure (ORCA input):
```
! wB97M-V def2-TZVPD RIJCOSX def2/J DEFGRID3
* xyz 0 1
C -0.78435 -1.12561 2.58568
C -0.66937 -1.38931 1.11894
N -0.55114 -0.37301 0.20629
C -0.69498 1.07369 0.43490
C 0.28751 1.84638 -0.36509
O -0.28672 -2.48713 0.71904
H -1.83815 -1.10534 2.87204
H -0.33674 -1.94546 3.12051
H -0.34691 -0.18234 2.93628
H -0.29458 -0.60912 -0.72474
H -0.43399 1.21428 1.49849
H -1.74509 1.43828 0.31395
H 0.84902 2.73427 0.06595
H -0.15291 2.33407 -1.24408
H 1.15296 1.25764 -0.81009
H 2.58783 -0.71217 -0.80641
H 3.42766 0.29895 -1.44649
O 2.67551 -0.31684 -1.68263
H -1.61005 -0.30959 -2.70293
H -0.28408 -0.63291 -3.33895
O -0.95141 -1.00872 -2.75064
*
```

Per-atom Mulliken charges, elementary charge units: -1.1044, 0.6940, -0.0400, -0.2318, -0.9215, -0.6529, 0.2663, 0.3404, 0.3238, 0.2273, 0.1277, 0.2446, 0.3307, 0.2885, 0.1603, 0.3247, 0.3192, -0.6635, 0.3132, 0.3234, -0.6702

---

It is model two that is the most stable of them.

---

Model one:
Molecular formula: C3H11N3
Method: DFT, ωB97M-V/def2-TZVPD

Structure (ORCA input):
```
! wB97M-V def2-TZVPD RIJCOSX def2/J DEFGRID3
* xyz 0 1
C -1.65210 -0.65071 -0.25686
N -0.72586 0.17590 0.54244
C 0.31848 0.91711 -0.25310
C -0.04960 1.60662 -1.40732
H -1.24503 0.84418 1.10583
H 0.93959 1.45509 0.47338
H -2.26492 -0.02361 -0.90371
H -1.05227 -1.34483 -0.84067
H -2.29667 -1.21153 0.41879
H -0.77021 1.20580 -2.10498
H 0.62994 2.35266 -1.79216
N 1.54525 -1.34843 0.27450
N 1.17268 -1.26566 1.55639
H 1.87476 -0.79839 2.13989
H -0.08477 -0.51422 1.24871
H 2.56101 -1.23198 0.16464
H 1.09972 -0.16799 -0.36576
*
```

Per-atom Mulliken charges, elementary charge units: -0.9314, -0.2738, -0.4288, -0.8986, 0.3419, 0.3810, 0.3635, 0.3194, 0.3532, 0.2336, 0.3056, -0.4290, -0.5909, 0.1652, 0.5085, 0.2549, 0.3256

---

Model two:
Molecular formula: C3H11N3
Method: DFT, ωB97M-V/def2-TZVPD

Computed properties:
**SMILES string**: NCCNCN

Structure (ORCA input):
```
! wB97M-V def2-TZVPD RIJCOSX def2/J DEFGRID3
* xyz 0 1
C 0.09592 -1.22424 0.12522
N -0.57069 0.06779 -0.10770
C -1.08488 0.68359 1.09913
N -1.69813 1.96556 0.75966
C 1.40620 -1.38700 -0.67701
N 1.89437 -0.15459 -1.30985
H 0.33830 -1.34437 1.18937
H -0.63682 -2.00511 -0.08111
H -1.41079 -0.12103 -0.63861
H -1.83200 0.04695 1.58301
H -0.27563 0.87569 1.80661
H -1.13540 2.76771 1.01725
H -2.59896 2.01208 1.21185
H 1.31090 -2.17694 -1.42620
H 2.17714 -1.78260 -0.00452
H 2.00826 -0.33889 -2.30918
H 1.12700 0.50774 -1.26168
*
```

Per-atom Mulliken charges, elementary charge units: -0.3314, -0.4408, -0.5450, -0.5755, -0.4626, -0.6635, 0.2570, 0.3777, 0.1939, 0.3836, 0.3516, 0.2209, 0.2226, 0.2165, 0.2271, 0.2452, 0.3227

---

Model three:
Molecular formula: C3H11N3
Method: DFT, ωB97M-V/def2-TZVPD

Computed properties:
**SMILES string**: NCCNCN

Structure (ORCA input):
```
! wB97M-V def2-TZVPD RIJCOSX def2/J DEFGRID3
* xyz 0 1
C -0.29762 -0.91746 -0.28486
N 0.48783 0.17105 0.17954
C 1.50695 0.64347 -0.71192
N 2.21963 1.77226 -0.30922
C -1.45312 -1.41782 0.65707
N -2.48506 -0.30474 0.62206
H -0.60564 -0.46735 -1.18657
H 0.28769 -1.79781 -0.61285
H 0.94212 -0.10715 1.10628
H 2.22652 -0.12367 -1.02535
H 0.99006 1.00050 -1.58733
H 1.77314 2.61504 -0.67657
H 3.13069 1.74870 -0.73943
H -0.99407 -1.65451 1.62657
H -1.97998 -2.32789 0.36452
H -3.00906 -0.14356 -0.18339
H -2.85554 -0.06143 1.50577
*
```

Per-atom Mulliken charges, elementary charge units: -0.6850, -0.3707, -0.4744, -0.5866, -0.3912, -0.4675, 0.4130, 0.2930, 0.2308, 0.3460, 0.2953, 0.2734, 0.2497, 0.3208, 0.2653, 0.1450, 0.1431

---

It is model two that is the most stable of them.

---

Model one:
Molecular formula: C3H11N3
Method: DFT, ωB97M-V/def2-TZVPD

Computed properties:
**SMILES string**: NCCNCN

Structure (ORCA input):
```
! wB97M-V def2-TZVPD RIJCOSX def2/J DEFGRID3
* xyz 0 1
C -0.16945 -1.08736 0.52279
N -0.66683 0.08488 -0.17266
C -0.31207 0.22137 -1.57750
N -0.92325 1.23314 -2.43775
C 0.65514 -0.88942 1.82860
N 1.33422 0.43458 1.87277
H 0.60571 -1.52510 -0.13074
H -0.96067 -1.79072 0.82296
H -1.65317 0.20406 0.05758
H -0.34960 -0.77132 -2.05608
H 0.75581 0.56708 -1.46120
H -1.22570 0.72108 -3.25746
H -0.17009 1.86563 -2.74614
H 0.04229 -1.02690 2.75414
H 1.44883 -1.63121 1.90503
H 1.97863 0.32360 2.64654
H 0.66864 1.11844 2.20921
*
```

Per-atom Mulliken charges, elementary charge units: -0.4726, -0.2952, -0.4067, -0.6320, -0.5764, -0.5943, 0.3423, 0.2453, 0.2162, 0.2992, 0.2522, 0.2733, 0.2793, 0.2847, 0.3203, 0.2397, 0.2247

---

Model two:
Molecular formula: C3H11N3
Method: DFT, ωB97M-V/def2-TZVPD

Computed properties:
**SMILES string**: NCCNCN

Structure (ORCA input):
```
! wB97M-V def2-TZVPD RIJCOSX def2/J DEFGRID3
* xyz 0 1
C -0.29028 -0.07846 0.71225
N 0.52313 -0.03096 -0.47707
C 0.40661 -1.15170 -1.35780
N 0.72372 -2.39440 -0.65663
C -0.28085 1.28727 1.37758
N -0.93016 2.32929 0.56280
H -1.33865 -0.30254 0.47597
H 0.04844 -0.82759 1.41453
H 0.46533 0.87393 -0.91787
H -0.58931 -1.27574 -1.84142
H 1.02570 -1.02533 -2.26056
H 0.13723 -3.16001 -0.94620
H 1.68242 -2.66165 -0.82226
H 0.78165 1.57668 1.46053
H -0.63435 1.23708 2.40664
H -1.83664 1.99979 0.22164
H -1.20683 3.06628 1.20267
*
```

Per-atom Mulliken charges, elementary charge units: -0.4307, -0.3852, -0.5110, -0.5422, -0.7227, -0.5776, 0.2705, 0.2927, 0.2865, 0.3813, 0.3584, 0.2163, 0.1986, 0.3027, 0.3985, 0.2168, 0.2471

---

Model three:
Molecular formula: C3H11N3
Method: DFT, ωB97M-V/def2-TZVPD

Structure (ORCA input):
```
! wB97M-V def2-TZVPD RIJCOSX def2/J DEFGRID3
* xyz 0 1
C 0.58548 -1.35198 0.17059
N -0.26028 -0.44865 0.78329
C -1.34960 -0.00984 -0.08134
N -2.05153 1.24039 0.35575
C 1.42286 -0.56238 -0.86431
N 1.45376 0.98833 -0.25438
H 0.17388 -2.26097 -0.26495
H 1.38974 -1.63061 1.01104
H 0.16624 0.37736 1.09085
H -2.14490 -0.79931 -0.16045
H -1.00868 0.23087 -1.08301
H -2.36410 1.11922 1.39859
H -1.38063 2.00814 0.41015
H 2.29735 -1.27152 -1.15705
H 0.77278 -0.35733 -1.77178
H 2.02533 1.62442 -0.82680
H 2.12692 0.04451 -0.18874
*
```

Per-atom Mulliken charges, elementary charge units: -0.6893, -0.4402, -0.3042, -0.7296, -0.3741, -0.6678, 0.3564, 0.3092, 0.4274, 0.3741, 0.2333, 0.2607, 0.2598, 0.3711, 0.3338, 0.1895, 0.0899

---

Model four:
Molecular formula: C3H11N3
Method: DFT, ωB97M-V/def2-TZVPD

Computed properties:
**SMILES string**: NCC(N)CN

Structure (ORCA input):
```
! wB97M-V def2-TZVPD RIJCOSX def2/J DEFGRID3
* xyz 0 1
C 1.37015 -0.21086 0.66114
C -0.10370 0.25409 0.65990
C -0.98489 -0.76863 -0.00669
H 1.89878 -1.24730 -1.07637
H 2.98063 -0.23304 -0.69592
H 1.60832 -1.17286 1.26815
H 1.92142 0.46675 1.26515
H -0.48753 0.42508 1.62538
H 0.45529 2.21540 0.10295
H 0.19682 1.13845 -1.12923
H -0.41731 -1.00708 -0.92320
H -0.80932 -1.67444 0.57944
H -2.80661 -0.24536 0.57756
H -2.07271 0.55080 -0.77405
N 1.96519 -0.33850 -0.70625
N -0.26425 1.47281 -0.22982
N -2.29480 -0.40059 -0.30765
*
```

Per-atom Mulliken charges, elementary charge units: -0.7324, 0.2803, -1.2608, 0.1869, 0.2270, 0.3276, 0.4537, 0.4551, 0.2849, 0.3535, 0.4073, 0.4077, 0.2948, 0.3976, -0.6149, -0.8627, -0.6057

---

It is model two that is the most stable of them.

---

Model one:
Molecular formula: C4H8FN
Method: DFT, ωB97M-V/def2-TZVPD

Computed properties:
**SMILES string**: C=C(F)CNC

Structure (ORCA input):
```
! wB97M-V def2-TZVPD RIJCOSX def2/J DEFGRID3
* xyz 0 1
C -1.62111 0.18711 -0.72335
C 0.06713 -0.26359 0.95025
C 1.16303 -0.30180 -0.00281
C 2.06184 0.62988 -0.21545
H -1.04384 0.27553 -1.62476
H -2.67294 -0.06071 -1.06267
H -1.63116 1.21797 -0.21411
H -1.79608 -1.09341 0.82515
H 0.30187 -0.99947 1.71911
H -0.04587 0.69518 1.46468
H 2.93523 0.46905 -0.90013
H 2.01739 1.59508 0.19628
N -1.05563 -0.82460 0.12260
F 1.32016 -1.52624 -0.53481
*
```

Per-atom Mulliken charges, elementary charge units: -0.7921, -0.5180, 0.5752, -0.8878, 0.2582, 0.3174, 0.2579, 0.2608, 0.3047, 0.3253, 0.2559, 0.2885, -0.3929, -0.2533

---

Model two:
Molecular formula: C4H8FN
Method: DFT, ωB97M-V/def2-TZVPD

Computed properties:
**SMILES string**: C[C@@H](F)[C@@H]1CN1

Structure (ORCA input):
```
! wB97M-V def2-TZVPD RIJCOSX def2/J DEFGRID3
* xyz 0 1
C 0.59322 1.33066 -1.38822
C -0.15749 0.18955 -0.71998
C 0.33050 -0.14945 0.68570
C -0.49424 -1.01385 1.54912
H 1.60135 0.93737 -1.68948
H 0.65765 2.15984 -0.69499
H 0.16630 1.75412 -2.27731
H -1.30001 0.39581 -0.67137
H 1.42257 -0.15590 0.77433
H -1.37501 -1.43009 1.11449
H 0.00454 -1.56809 2.32003
H 0.01787 0.84115 2.40704
N -0.54146 0.49393 1.67635
F 0.10700 -0.94813 -1.53077
*
```

Per-atom Mulliken charges, elementary charge units: -1.2972, 0.3134, -0.0312, -0.4552, 0.3075, 0.3552, 0.3434, 0.2455, 0.3817, 0.2372, 0.2853, 0.2226, -0.5655, -0.3426

---

It is model two that is the most stable of them.